The following is a DFT calculation (wB97M-V/def2-TZVPD) of C38H46BaClF6Ge3N2O4S2 as an isolated structure in a non-equilibrium geometry.

Calculated values
* total charge: -2
* E_LUMO (alpha / beta): 3.6 / 3.0 eV
* HOMO-LUMO gap (alpha / beta): 0.1696 / 0.1478 hartree
* highest occupied orbital energy (alpha / beta): -0.03705 / -0.03705 Eh
* E_tot: -272062.3727 eV
* multiplicity: 2

XYZ file:
```
103
Properties=species:S:1:pos:R:3:forces:R:3
C -0.036770 -0.596556 3.205265 0.0179 0.0817 -0.0943
H 3.387476 2.657833 -2.208473 0.0095 0.0043 0.0193
C -2.653096 2.063278 4.146636 -0.1661 -0.1209 0.0369
Ba -0.967597 1.058667 -1.290947 1.8085 -0.0842 -0.1584
O -2.083741 2.884608 0.586392 -0.5425 -0.0099 0.2576
F -1.828957 5.438287 -1.199295 -0.0081 0.0866 0.0728
H -1.603668 2.553118 -4.356298 0.0370 0.0037 -0.0297
H 0.741387 -0.176718 3.827895 0.0096 -0.0098 -0.0068
H 2.031621 -5.834851 -2.142888 0.0036 0.0049 0.0053
C 5.529419 -0.543771 -2.417903 0.0205 -0.0074 -0.0121
H 2.787510 1.661290 2.280187 0.0040 0.0078 -0.0116
C -0.903780 -1.564359 3.679132 -0.0681 -0.0369 -0.0218
H 0.189000 3.012501 0.790327 0.0933 0.3344 0.2152
Ge 2.674958 3.182206 0.226281 -0.0626 0.2380 0.0119
H -4.450917 1.314826 6.020624 -0.0175 -0.0142 -0.0019
C 4.039921 -2.872431 -2.358025 0.0210 0.0162 0.0280
H 7.049438 -1.703834 -3.402777 -0.0014 0.0018 -0.0003
N -3.213114 3.064380 -1.603187 -0.3373 0.0935 -0.5628
S -4.111199 1.862976 -2.085554 -0.2447 -0.3050 0.1732
N -1.095374 -0.653235 1.063849 -0.2408 0.0950 0.0913
H -6.432804 -0.110927 5.647463 -0.0191 -0.0163 -0.0066
H 2.281955 1.152410 -3.020516 -0.0181 -0.0034 0.0290
H -5.399624 -0.466860 1.495330 -0.0135 -0.0055 -0.0103
C 3.436452 -2.202829 1.458523 -0.0157 -0.0072 -0.0513
C -6.032438 -0.365773 3.553851 0.2729 0.1963 0.0247
C -1.268038 -3.829073 -1.353979 -0.0023 0.0196 -0.0142
H 2.752433 0.670117 0.815502 0.0129 -0.0096 -0.0329
H 0.764966 3.358202 -3.404433 0.0907 -0.0138 0.0704
H -1.769638 -4.554196 -2.000938 -0.0019 -0.0129 0.0179
O -3.955529 1.644229 -3.488158 0.0680 0.0888 0.1677
H 0.503936 0.586655 1.491574 -0.0185 -0.0362 -0.0759
H 4.704494 -2.435674 3.172818 -0.0029 0.0040 -0.0044
F -6.529757 2.083711 -3.075293 -0.0288 0.0634 0.2092
H -2.416242 2.482516 5.115146 -0.0231 -0.0201 0.0186
C 3.397024 4.679685 1.339764 0.1599 -0.0409 0.0436
C -3.785129 1.241729 3.972427 0.4041 0.2313 0.0538
C 1.639463 -3.809695 2.807625 -0.0029 -0.0045 0.0045
C 3.750912 -2.689147 2.720889 0.0089 -0.0082 0.0173
C -4.657680 0.921625 5.031691 -0.1519 -0.0145 0.1970
H -0.826943 -1.921665 4.698859 0.0089 -0.0043 -0.0120
Cl -7.430972 -1.353754 3.301608 -0.2440 -0.1698 -0.0284
C 3.479676 -1.715897 -1.807094 -0.0095 0.0343 -0.0090
H 2.097267 -5.300602 -0.454463 -0.0135 -0.0040 0.0124
H -3.389735 0.915971 1.902432 -0.0491 0.0529 -0.1969
C -0.739926 0.497162 -4.224576 -0.2336 0.4059 -0.0189
H 0.921876 -4.438272 3.326216 0.0032 -0.0034 -0.0035
Ge 0.651822 -3.667383 -1.864248 0.0039 -0.0472 -0.0399
O -4.496496 3.482365 0.552229 0.1895 -0.0411 0.0329
H -2.576135 -2.825550 3.149426 0.0151 -0.0070 -0.0038
H 6.099362 0.378665 -2.439711 -0.0015 0.0009 -0.0002
F -6.529736 1.953800 -0.918900 0.0292 0.0579 0.0115
H 0.360269 3.877112 -0.809877 0.1305 0.1979 0.0790
C 3.739129 3.337318 -1.433736 0.0378 -0.0487 0.0044
H 0.661021 -6.140631 -1.065545 -0.0011 -0.0007 -0.0123
C 1.335790 -3.311396 1.547400 0.0116 0.0226 -0.0113
H 0.863689 -0.967930 -3.763024 0.0330 0.0064 0.0034
C 5.307519 -2.873842 -2.927732 0.0032 -0.0024 0.0037
H 0.050204 -2.969094 -4.287833 -0.0189 -0.0147 0.0017
C -1.927215 -1.583489 1.529036 0.0328 -0.0309 0.0110
C -0.167167 -0.171093 1.890017 0.0617 -0.0186 0.2053
C -4.079340 0.703622 2.704913 0.0233 -0.0566 -0.2399
H -1.380386 -4.158916 -0.318154 0.0157 0.0105 0.0032
Ge 1.668286 -1.607989 -0.914048 -0.1081 -0.0472 0.1567
C 0.487885 2.333453 -3.606375 -0.3770 -0.0881 -0.2036
H 4.159437 -1.579207 0.942433 0.0084 0.0209 0.0085
C -5.189739 -0.079695 2.483045 0.0170 0.0146 0.1204
C 4.257262 -0.555152 -1.857790 -0.0700 0.0151 0.0044
H 0.373667 -3.565189 1.110381 -0.0080 -0.0059 0.0058
H 4.263122 1.430296 1.336281 -0.0023 0.0451 -0.0069
F -3.825406 6.001755 -0.577967 0.0226 -0.0546 -0.0444
C 0.832835 3.260363 -0.048251 -0.4355 -1.0031 -0.2493
H 3.641688 4.355664 -1.819409 0.0007 0.0008 0.0271
H 3.479949 -3.801415 -2.332491 0.0117 -0.0102 -0.0044
C -0.763521 1.916516 -4.114504 0.0296 -0.2011 -0.0454
H 5.710114 -3.790010 -3.347639 -0.0008 0.0017 0.0002
C -5.890517 2.475449 -1.961352 -0.0177 -0.4132 -0.0966
H 0.083268 -4.735568 -4.122732 0.0072 -0.0049 -0.0147
C -1.868528 -2.074577 2.823180 0.0150 0.0472 0.0331
H 3.095681 -3.880585 4.392675 0.0032 0.0000 -0.0027
H 3.851341 0.367856 -1.454597 0.0319 0.0015 0.0125
C 1.272813 1.186684 -3.398728 -0.0859 -0.2674 -0.1383
C 2.218805 -2.494950 0.831168 -0.0452 -0.0270 0.0122
H 3.157813 5.628015 0.853040 0.0220 0.0097 -0.0121
H 1.597195 -3.818575 -4.266910 0.0020 0.0112 0.0161
C 2.852674 -3.498126 3.407463 -0.0042 0.0049 -0.0143
O -3.957045 0.720788 -1.189709 -0.3722 0.5270 -0.4129
C 1.443837 -5.420583 -1.319529 -0.0150 0.0002 -0.0054
H -1.555374 -0.123011 -4.575220 0.0136 0.0095 -0.0472
F -5.949442 3.800550 -1.900500 0.0151 -0.0030 -0.0221
C 3.180903 1.569123 1.262198 0.0264 0.0192 -0.0219
C 0.520405 0.055650 -3.792895 0.1585 0.2037 0.1296
S -3.208857 3.488922 -0.085841 0.0660 0.1207 0.4475
C 0.590197 -3.806884 -3.845027 -0.0132 0.0209 0.0440
C 6.060392 -1.706606 -2.958084 -0.0079 0.0067 0.0037
H 2.895184 4.669421 2.310702 0.0259 0.0031 0.0171
H 4.480637 4.620252 1.496701 -0.0323 0.0330 0.0207
C -2.748199 5.273407 -0.261041 0.0765 -0.1077 -0.0795
H -2.677724 -1.944370 0.833797 0.0102 -0.0150 -0.0024
H -1.778855 -2.868545 -1.459243 0.0034 -0.0078 -0.0205
F -2.279363 5.708075 0.906133 -0.0363 0.0099 -0.0137
C -5.766879 0.127694 4.829232 0.0245 0.0089 -0.0426
H -2.006889 2.305251 3.314232 -0.0338 -0.0154 -0.0373
H 4.800077 3.144418 -1.250597 -0.0087 0.0065 0.0162
```
Forces are in eV/Å.